[1]
103
Properties=species:S:1:pos:R:3:forces:R:3 method="wB97M-V/def2-TZVPD" homo_lumo_gap_ev="4.72 / 4.27" spin_multiplicity=2 e_lumo_ev="-1.183 / -1.186" homo_energy_ev="-5.90 / -5.45"
V -0.0249 0.2422 -0.7303 0.7 1.1 -0.8
C -0.8240 0.0654 3.7195 0.0 0.1 0.0
C -1.2492 1.4766 3.2977 0.2 -0.2 -0.1
C -2.5934 1.7568 3.9763 0.1 0.1 0.0
P -1.1392 1.6481 1.4430 -0.7 0.2 0.1
C -1.2715 3.5010 1.1831 -0.2 -0.1 -0.1
C -2.4556 4.2947 1.7444 0.2 0.1 0.0
C -1.0457 3.8842 -0.2960 0.0 0.0 0.1
C -2.6593 0.7616 0.8285 0.5 -0.1 0.3
C -4.1580 1.0382 1.2493 -0.1 -0.3 -0.1
C -4.8814 -0.0566 1.9623 -0.2 0.2 -0.1
C -4.4825 -1.3169 1.7875 0.2 0.0 0.0
C -3.2382 -1.6523 1.1152 -0.3 0.1 -0.1
C -2.2940 -0.7289 0.8053 0.1 -0.4 0.2
N -0.9815 -1.0421 0.4564 -0.5 -0.5 0.4
C -0.4524 -2.2992 0.8197 -0.1 -0.1 -0.2
C -0.8488 -3.0224 1.9622 0.1 0.1 0.1
C -0.3572 -4.2810 2.2358 0.0 0.0 0.0
C 0.5485 -4.8929 1.3746 0.0 0.0 0.0
C 1.0352 -4.1605 0.3112 -0.1 0.1 0.0
C 0.5896 -2.8614 0.0471 0.0 0.2 0.0
P 1.4036 -1.7007 -1.1078 -0.1 -0.7 0.2
C 3.2296 -1.7033 -0.5995 -0.1 0.0 -0.2
C 3.6381 -2.6271 0.5467 0.0 0.1 0.0
C 4.2153 -1.8863 -1.7636 -0.1 0.1 0.1
C 1.2947 -2.5490 -2.7659 -0.1 -0.1 0.3
C 1.7857 -3.9920 -2.8772 0.0 0.1 -0.1
C -0.1788 -2.4823 -3.1522 0.0 0.0 -0.1
H -0.6628 0.0307 4.7998 0.0 0.0 0.0
H -1.6198 -0.6392 3.4725 0.0 0.0 0.0
H 0.0879 -0.2522 3.2259 0.0 -0.1 0.0
H -0.4988 2.1919 3.6545 0.0 0.0 0.0
H -3.3135 0.9762 3.7270 0.0 0.0 0.0
H -2.4415 1.7334 5.0591 0.0 0.0 0.0
H -3.0298 2.7193 3.7273 0.0 0.0 0.0
H -0.3762 3.8051 1.7374 0.0 0.0 0.0
H -3.4138 3.8857 1.4198 0.0 0.0 0.0
H -2.4369 4.3354 2.8306 -0.1 0.0 0.0
H -2.3992 5.3260 1.3848 0.0 0.0 0.0
H -1.9628 4.2779 -0.7416 0.0 0.0 0.0
H -0.2836 4.6604 -0.3730 0.0 0.0 0.0
H -0.7106 3.0422 -0.9029 0.1 0.0 -0.1
H -4.2714 1.9810 1.7777 0.1 0.0 0.0
H -5.7626 0.1948 2.5409 0.0 0.0 0.0
H -5.0421 -2.1359 2.2274 0.0 0.0 0.0
H -3.0195 -2.7000 0.9763 0.0 0.0 0.1
H -1.5403 -2.5778 2.6605 -0.1 0.0 -0.1
H -0.6839 -4.7940 3.1327 0.0 0.0 0.0
H 0.8993 -5.8995 1.5612 0.0 0.0 0.0
H 1.7945 -4.5987 -0.3194 0.0 0.0 0.0
H 3.3375 -0.6818 -0.2294 0.0 0.0 0.0
H 3.6797 -3.6696 0.2293 0.0 0.0 0.0
H 4.6390 -2.3429 0.8840 0.0 0.0 0.0
H 2.9639 -2.5535 1.3961 0.0 0.0 0.0
H 4.4009 -2.9422 -1.9605 0.0 0.0 0.0
H 3.8767 -1.4267 -2.6919 0.1 0.0 0.0
H 5.1724 -1.4316 -1.4970 0.0 0.0 0.0
H 1.8675 -1.9212 -3.4536 0.0 0.0 0.0
H 1.1029 -4.6655 -2.3598 0.0 0.0 0.0
H 1.7951 -4.2830 -3.9316 0.0 0.0 0.0
H 2.7915 -4.1380 -2.4866 0.0 0.0 0.0
H -0.7770 -3.1332 -2.5088 0.0 0.0 0.0
H -0.5606 -1.4703 -3.0428 0.0 0.0 0.0
H -0.3306 -2.7868 -4.1914 0.0 0.0 0.0
Se -1.5540 1.8345 -4.2485 -0.9 -1.4 -0.5
Se -2.7535 -0.3652 -4.2670 0.8 1.6 0.0
C -3.2728 -0.0581 -2.4372 -0.2 -0.2 -0.1
C -4.6432 -0.4403 -2.0442 0.0 -0.1 -0.2
C -5.2046 0.0986 -0.9677 0.1 0.3 0.0
C -4.5144 1.2227 -0.2634 0.0 -0.1 0.0
C -3.0065 1.2846 -0.5851 -0.4 -0.2 0.2
N -2.4498 0.5643 -1.7157 0.4 0.3 0.7
C 0.2770 1.2964 -4.2007 0.4 -0.3 0.2
C 0.9969 1.4748 -5.3776 -0.2 0.1 -0.1
C 2.3630 1.2457 -5.3873 0.0 0.0 0.0
C 2.9610 0.8402 -4.2125 0.0 0.0 0.0
C 2.1649 0.6540 -3.0932 0.1 0.2 0.1
N 0.8468 0.8623 -3.0626 -0.4 0.1 -0.1
H -5.1346 -1.1956 -2.6452 0.0 0.0 0.0
H -6.1878 -0.1997 -0.6259 0.0 -0.1 0.0
H -5.0618 2.1464 -0.4725 0.0 0.0 0.0
H -2.6973 2.3175 -0.7127 0.0 0.0 0.0
H 0.4664 1.7975 -6.2617 0.1 0.0 0.0
H 2.9485 1.3982 -6.2846 -0.1 0.0 0.0
H 4.0276 0.6743 -4.1489 0.0 0.0 0.0
H 2.6080 0.3813 -2.1468 0.0 0.0 0.0
C 3.8411 0.7176 3.5674 0.0 0.0 0.0
C 2.8812 -0.2186 3.1308 0.0 -0.1 0.0
C 2.1708 0.0119 1.9863 0.0 0.1 -0.1
C 2.3638 1.1730 1.1968 0.0 0.2 -0.1
C 1.5931 1.3793 -0.0107 0.6 0.2 -0.1
C 1.9152 2.5435 -0.7030 0.2 -0.1 0.2
C 2.9047 3.4646 -0.2838 -0.1 0.0 -0.1
C 3.6130 3.2573 0.8617 0.0 0.0 0.0
C 3.3544 2.0970 1.6314 0.0 0.0 0.1
C 4.0724 1.8428 2.8291 0.0 0.0 0.0
H 4.3967 0.5354 4.4793 0.0 0.0 0.0
H 2.7157 -1.1239 3.7042 0.0 0.0 0.0
H 1.4460 -0.7150 1.6363 0.0 0.0 0.1
H 1.4014 2.7986 -1.6242 0.0 0.0 0.0
H 3.0933 4.3434 -0.8930 0.0 0.0 0.0
H 4.3668 3.9608 1.1969 0.0 0.0 0.0
H 4.8143 2.5675 3.1477 0.0 0.0 0.0

***

[2]
106
Properties=species:S:1:pos:R:3:forces:R:3 method="wB97M-V/def2-TZVPD" homo_lumo_gap_ev=5.71 relative_energy_kj_mol=142.6 e_lumo_ev=0.286 homo_energy_ev=-5.43
Al -0.5839 -0.5781 2.5748 0.6 0.3 0.9
C -1.9794 -3.3877 0.6815 0.7 0.5 0.0
C -1.8992 -2.2070 -0.3161 -0.5 0.2 -0.1
C -2.5569 -2.5547 -1.6409 -0.3 -0.1 -0.2
C -2.5396 -0.9667 0.2679 0.0 1.1 -0.2
C -3.4923 -0.1071 -0.3241 -0.9 -0.9 -0.6
C -3.7037 0.9218 0.5720 0.7 0.5 -0.6
N -2.8413 0.8138 1.5892 -0.4 -2.0 0.2
N -2.1617 -0.4259 1.4329 -0.3 0.9 -0.4
B -2.7762 1.5221 2.9695 1.7 0.4 0.8
N -2.8453 0.4760 4.1087 0.1 -1.9 0.6
C -3.7256 0.1359 5.0903 1.1 0.4 0.5
C -3.1414 -0.9115 5.8393 -1.1 0.4 0.5
C -1.9781 -1.3099 5.1564 0.4 0.4 -0.6
N -1.7894 -0.4405 4.1650 -0.6 0.6 -1.3
C -1.0229 -2.5101 5.3779 -2.1 1.0 1.4
C -1.5941 -3.7605 4.6659 0.1 0.8 -0.7
C -1.0167 -2.6276 6.9096 0.1 -1.6 1.3
N -1.2339 2.0543 3.0203 0.0 -1.6 0.0
C -0.7504 3.2568 3.2463 1.2 1.1 -0.9
C 0.4216 3.4632 2.5115 -0.2 -0.9 -1.1
C 0.5388 2.2398 1.7582 1.1 1.3 1.3
N -0.3022 1.3432 2.2486 -1.8 0.7 -0.4
C 1.4026 2.0373 0.5632 0.3 0.0 -1.9
C 2.6453 2.9540 0.5498 -0.8 0.0 0.5
C 1.8193 0.5681 0.3330 -0.2 1.1 -0.4
H -2.0574 -4.3518 0.1225 0.0 0.7 0.7
H -2.8602 -3.1762 1.3200 0.5 -0.7 -0.1
H -1.0269 -3.3643 1.2740 -1.0 -0.3 -0.1
H -0.8678 -1.9474 -0.5796 0.1 -0.1 0.4
H -3.6503 -2.6265 -1.5732 0.2 0.0 0.1
H -2.1745 -3.5230 -1.9492 0.0 -0.1 -0.2
H -2.3076 -1.8336 -2.4205 -0.1 0.1 0.0
H -4.0690 -0.2921 -1.2518 0.7 0.3 0.8
H -4.3165 1.8101 0.4268 0.1 -0.3 0.4
H -3.4711 2.4899 3.1734 -0.2 -0.5 -0.4
H -4.6374 0.7497 5.2692 1.0 -0.7 -0.1
H -3.4357 -1.2039 6.8630 -0.1 -0.1 -1.1
H -0.0366 -2.2702 5.0301 0.3 0.1 -0.5
H -2.6788 -3.8704 4.7862 0.2 0.1 0.5
H -1.0950 -4.6719 5.0209 0.0 0.2 -0.4
H -1.4835 -3.5787 3.5710 0.4 -0.6 0.7
H -1.9036 -3.2280 7.2789 0.8 0.7 -0.4
H -1.0083 -1.6859 7.4768 -0.1 0.0 -0.5
H -0.1162 -3.1632 7.2830 -0.5 0.1 -0.4
H -1.2731 3.9689 3.8298 -0.5 0.4 0.5
H 1.0879 4.3348 2.3605 -1.0 -0.7 0.5
H 0.7884 2.3313 -0.3324 0.1 -0.1 0.8
H 3.2205 2.5751 1.3885 0.7 0.4 0.1
H 2.3796 4.0191 0.7007 0.2 -0.6 0.0
H 3.2026 2.8715 -0.3857 -0.1 -0.1 0.2
H 0.8987 -0.0279 0.2843 0.5 -0.3 0.1
H 2.4323 0.3422 1.2054 0.1 -0.8 -0.3
H 2.3659 0.4785 -0.6483 -0.4 0.0 1.1
C 2.9398 -3.0509 1.6110 -2.5 0.6 0.6
C 3.1543 -2.0375 2.6851 0.8 1.0 0.9
C 4.5043 -1.7492 3.0345 -1.4 -0.7 -0.2
C 4.8085 -0.7334 3.9222 0.1 0.4 -0.4
C 3.7383 -0.0587 4.5137 0.6 -0.5 -0.2
C 2.4023 -0.3733 4.3566 1.1 -1.4 -1.6
C 1.4449 0.4440 5.1039 -1.2 0.6 0.7
C 2.0109 -1.3360 3.2942 4.4 0.6 1.0
N 0.8062 -1.5389 2.8855 -3.7 -0.1 -1.1
H 3.7064 -3.7538 1.5430 1.5 -1.0 -0.3
H 2.6621 -2.6408 0.6435 0.4 0.4 -0.4
H 2.0231 -3.5930 1.8527 -0.1 -0.3 0.2
H 5.2685 -2.4119 2.6034 -0.1 0.6 0.0
H 5.8340 -0.3624 4.0316 -0.4 -0.3 0.2
H 3.9784 0.7831 5.1224 0.1 0.5 0.7
H 0.5913 -0.1514 5.4879 0.4 0.4 -0.1
H 1.0425 1.1675 4.3944 -0.5 0.3 0.2
H 1.8936 1.0382 5.9466 -0.3 -0.8 -0.8
C 0.8792 5.2306 -5.4637 0.0 -1.4 0.4
C 1.8792 4.2493 -5.5622 0.5 0.6 0.1
C 1.7876 3.0332 -4.9025 -1.1 -0.3 0.2
C 0.5158 2.6591 -4.3849 0.6 0.8 0.3
C -0.4214 3.6714 -4.1809 0.5 0.8 -0.4
C -0.2242 4.9800 -4.6412 0.1 0.2 -0.7
As 0.0278 0.8629 -3.7852 1.0 -0.4 0.0
C -1.3150 0.4028 -5.1245 -0.6 -0.1 -1.1
C -2.4841 1.1872 -5.2113 1.0 -1.2 -0.6
C -3.4278 0.9264 -6.2051 -0.1 1.0 0.8
C -3.3007 -0.1158 -7.0749 -0.1 -0.6 -0.4
C -2.1841 -0.9283 -6.9544 0.2 -0.2 -0.6
C -1.1627 -0.6665 -6.0449 -1.0 0.9 0.5
C 1.5815 -0.0176 -4.6402 -0.1 -0.6 -0.3
C 2.3086 -0.9628 -3.8968 0.2 1.2 -0.7
C 3.4722 -1.5037 -4.4873 -0.7 -0.1 0.4
C 3.7431 -1.3201 -5.8235 -0.9 0.4 -0.1
C 2.9230 -0.4718 -6.6056 1.1 -1.1 -0.6
C 1.9019 0.2129 -6.0146 -1.1 0.4 0.7
H 0.9904 6.0979 -6.0708 0.0 0.8 0.0
H 2.7927 4.4920 -6.1240 -0.4 -0.1 0.3
H 2.6479 2.3745 -4.7744 -0.3 0.1 -0.5
H -1.3241 3.4911 -3.6441 -0.5 -0.3 0.4
H -0.9508 5.7860 -4.4335 0.4 -0.7 -0.2
H -2.5647 2.0241 -4.5567 -0.4 0.5 0.3
H -4.2632 1.5887 -6.3159 -0.4 0.3 0.1
H -4.0597 -0.2947 -7.8546 0.5 0.0 0.5
H -2.1189 -1.7302 -7.6821 0.4 -0.1 0.2
H -0.2656 -1.2486 -6.0789 0.3 -0.3 0.1
H 1.9774 -1.1909 -2.8786 0.4 0.0 -0.3
H 4.1557 -2.1238 -3.9336 -0.1 -0.3 0.3
H 4.5185 -1.9362 -6.2336 0.4 0.2 -0.4
H 3.0828 -0.4472 -7.6993 -0.1 0.3 0.7
H 1.2723 0.8910 -6.6234 0.4 -0.4 0.5